Record 1
This record from the OMol25 dataset describes C56H53CsN12O5S3 as an isolated structure. The level of theory is wB97M-V/def2-TZVPD.

Last column: Mulliken charge in e.
Atoms and positions in Å:
Cs (0.514, 0.150, -0.866)  0.974
C (0.206, -5.864, -1.923)  -1.429
N (-0.589, -4.662, -1.741)  1.010
C (-0.431, -3.658, -0.867)  -0.468
N (-1.320, -2.718, -1.092)  -0.143
C (-2.015, -3.199, -2.155)  -0.509
N (-1.613, -4.378, -2.581)  -1.111
C (0.330, -6.675, -0.658)  0.760
C (-0.596, -7.666, -0.353)  -0.598
C (-0.484, -8.401, 0.819)  -0.664
C (0.553, -8.149, 1.704)  -0.875
C (1.476, -7.154, 1.407)  0.208
C (1.367, -6.425, 0.230)  -0.024
C (2.566, -6.876, 2.347)  0.405
N (2.920, -7.529, 3.396)  -0.533
N (4.007, -6.830, 3.938)  -0.529
C (4.204, -5.823, 3.164)  0.595
O (3.335, -5.785, 2.127)  -0.214
C (5.199, -4.752, 3.269)  -0.158
C (6.150, -4.796, 4.280)  -0.923
C (7.071, -3.765, 4.383)  -0.572
C (7.039, -2.706, 3.487)  -0.876
C (6.089, -2.664, 2.472)  1.066
C (6.074, -1.494, 1.512)  -1.386
N (4.975, -1.537, 0.577)  1.017
C (3.706, -1.157, 0.766)  -0.778
N (3.003, -1.388, -0.323)  0.445
C (3.920, -1.922, -1.169)  -0.582
N (5.129, -2.047, -0.667)  -0.978
C (5.169, -3.694, 2.368)  -0.198
H (1.196, -5.590, -2.293)  0.324
H (-0.302, -6.428, -2.702)  0.483
H (0.325, -3.641, -0.095)  0.674
H (-2.811, -2.654, -2.638)  0.556
H (-1.414, -7.857, -1.037)  0.470
H (-1.211, -9.168, 1.048)  0.381
H (0.653, -8.707, 2.625)  0.506
H (2.096, -5.655, 0.006)  0.605
H (6.151, -5.623, 4.976)  0.512
H (7.813, -3.782, 5.171)  0.376
H (7.756, -1.899, 3.582)  0.462
H (6.986, -1.479, 0.916)  0.341
H (6.018, -0.552, 2.060)  0.458
H (3.346, -0.726, 1.688)  0.509
H (3.691, -2.206, -2.184)  0.517
H (4.414, -3.671, 1.594)  0.813
O (1.629, 0.717, 2.833)  -0.713
H (1.977, 1.400, 2.234)  0.218
H (0.733, 1.012, 3.064)  0.312
O (0.986, -1.999, 2.363)  -0.432
H (0.044, -1.977, 2.565)  0.299
H (1.273, -1.087, 2.562)  0.316
O (-0.280, 3.192, -3.268)  -0.587
H (-0.596, 2.277, -3.453)  0.133
H (-0.661, 3.354, -2.393)  0.303
O (2.357, 2.187, -2.997)  -0.588
H (2.759, 2.565, -2.202)  0.230
H (1.523, 2.671, -3.126)  0.379
N (-3.135, -0.139, 0.559)  0.335
C (-4.489, -0.281, 0.683)  0.472
C (-5.234, -1.071, -0.205)  -0.304
C (-6.598, -1.232, -0.035)  -0.564
C (-7.268, -0.616, 1.016)  -0.517
C (-6.534, 0.173, 1.896)  -0.592
C (-5.171, 0.344, 1.740)  -0.271
H (-2.719, -0.450, -0.304)  -0.251
H (-2.667, 0.672, 0.979)  0.061
H (-4.728, -1.535, -1.044)  0.326
H (-7.148, -1.837, -0.747)  0.377
H (-8.335, -0.746, 1.144)  0.348
H (-7.034, 0.670, 2.721)  0.376
H (-4.604, 0.955, 2.434)  0.303
C (-5.629, 1.011, -4.179)  -0.466
C (-5.008, 1.505, -3.009)  -0.836
C (-3.673, 1.288, -2.808)  -0.830
C (-2.872, 0.564, -3.736)  -0.167
C (-1.480, 0.333, -3.438)  0.135
C (-0.813, -0.389, -4.412)  -0.339
C (-1.420, -0.890, -5.594)  -0.599
C (-2.745, -0.667, -5.841)  -1.041
C (-3.515, 0.072, -4.905)  1.258
C (-4.899, 0.317, -5.103)  -0.887
H (-6.688, 1.183, -4.339)  0.364
H (-5.588, 2.045, -2.272)  0.448
H (-3.182, 1.660, -1.915)  0.705
H (0.250, -0.613, -4.285)  0.321
H (-0.831, -1.457, -6.311)  0.338
H (-3.222, -1.044, -6.740)  0.316
H (-5.374, -0.066, -6.002)  0.335
C (-1.580, 1.070, 5.805)  -0.760
C (-1.637, 2.393, 5.371)  -0.509
C (-1.638, 2.727, 4.030)  -0.368
C (-1.573, 1.730, 3.013)  -0.646
C (-1.517, 0.387, 3.484)  0.492
C (-1.522, 0.077, 4.832)  -0.422
N (-1.498, 1.958, 1.685)  -0.685
C (-1.820, 3.207, 1.177)  -0.725
C (-3.037, 3.856, 1.450)  0.161
C (-3.369, 5.053, 0.837)  -0.826
C (-2.502, 5.655, -0.068)  -0.833
C (-1.292, 5.031, -0.346)  0.203
C (-0.960, 3.830, 0.262)  -0.264
H (-1.580, 0.824, 6.859)  0.334
H (-1.670, 3.194, 6.104)  0.324
H (-1.665, 3.769, 3.738)  0.403
H (-1.507, -0.398, 2.736)  0.633
H (-1.483, -0.966, 5.130)  0.358
H (-3.731, 3.389, 2.140)  0.364
H (-4.323, 5.517, 1.062)  0.333
H (-2.762, 6.590, -0.548)  0.408
H (-0.595, 5.492, -1.033)  0.402
H (-0.006, 3.348, 0.072)  0.597
S (3.738, 8.165, 0.972)  -0.472
C (3.451, 6.613, 0.400)  0.358
S (3.960, 5.237, 1.315)  -0.205
C (3.334, 4.140, 0.115)  -0.108
N (2.791, 4.769, -0.880)  -0.553
N (2.866, 6.149, -0.728)  0.529
C (2.281, 6.874, -1.820)  0.481
C (2.365, 8.258, -1.935)  -0.522
C (1.772, 8.894, -3.019)  -0.642
C (1.099, 8.176, -3.993)  -0.487
C (1.030, 6.794, -3.879)  -0.574
C (1.617, 6.144, -2.808)  -0.069
S (3.484, 2.434, 0.227)  -0.314
H (2.880, 8.832, -1.185)  0.182
H (1.842, 9.973, -3.088)  0.345
H (0.635, 8.682, -4.830)  0.374
H (0.512, 6.197, -4.619)  0.437
H (1.564, 5.070, -2.741)  0.324

- Energy relative to the best compared isomer or geometry (same formula, charge and spin): 0.0 kcal per mole
- Total charge: -2
- Multiplicity: 1
- HOMO level: -2.16 eV
- E_LUMO: 2.7083 eV
- Kohn-Sham gap: 4.864 eV

Record 2
This record from the OMol25 dataset describes a 7-piece molecular cluster, C56H59BBr2N2O3S overall at a distorted geometry. The level of theory is wB97M-V/def2-TZVPD.

Last column: Mulliken charge in e.
Atoms and positions in Å:
C (6.087, 1.464, -0.371)  -0.813
C (5.491, 0.144, -0.865)  0.581
O (6.039, -0.891, -0.545)  -0.571
O (4.345, 0.046, -1.632)  -0.220
C (4.344, 0.933, -2.761)  -0.635
C (3.071, 0.775, -3.610)  -0.009
C (1.773, 0.932, -2.773)  -0.812
N (0.606, 0.598, -3.637)  0.911
C (-0.327, 1.678, -3.777)  -0.718
C (-0.220, 2.472, -4.909)  -0.625
C (-1.126, 3.501, -5.088)  -0.699
C (-2.126, 3.735, -4.172)  -0.559
C (-2.246, 2.959, -3.033)  -0.715
C (-1.330, 1.938, -2.871)  1.140
S (-1.396, 0.830, -1.466)  -0.049
C (-1.004, -0.720, -2.269)  2.260
C (-0.040, -0.636, -3.257)  -1.459
C (0.341, -1.762, -3.969)  -0.574
C (-0.286, -2.949, -3.666)  -1.106
C (-1.263, -3.035, -2.683)  0.432
B (-1.925, -4.481, -2.481)  0.503
N (-2.807, -4.944, -3.528)  -0.462
O (-1.649, -5.239, -1.369)  -0.677
C (-1.648, -1.923, -1.948)  -0.422
C (-2.742, -2.047, -0.896)  -1.353
Br (-2.140, -1.455, 0.906)  -0.081
C (-4.020, -1.252, -1.406)  0.244
C (-4.555, -0.179, -0.461)  -1.525
Br (-5.475, -2.593, -1.600)  -0.134
H (7.170, 1.385, -0.261)  0.337
H (5.928, 2.308, -1.057)  0.382
H (5.616, 1.770, 0.572)  0.149
H (4.374, 1.982, -2.424)  0.281
H (5.236, 0.764, -3.383)  0.436
H (3.077, -0.163, -4.176)  -0.303
H (3.101, 1.605, -4.333)  0.322
H (1.763, 1.980, -2.441)  0.463
H (1.825, 0.249, -1.918)  0.450
H (0.576, 2.245, -5.615)  0.493
H (-1.079, 4.116, -5.984)  0.387
H (-2.854, 4.528, -4.329)  0.389
H (-3.037, 3.116, -2.304)  0.471
H (1.087, -1.665, -4.753)  0.330
H (-0.024, -3.840, -4.237)  0.407
H (-2.295, -4.899, -4.405)  0.240
H (-3.105, -5.902, -3.367)  0.231
H (-1.288, -4.683, -0.667)  0.338
H (-3.077, -3.071, -0.739)  0.740
H (-3.845, -0.884, -2.417)  0.492
H (-3.880, 0.670, -0.328)  0.245
H (-5.471, 0.223, -0.922)  0.480
H (-4.844, -0.556, 0.523)  0.460
C (6.095, 1.325, 3.614)  -0.504
C (7.106, 1.917, 4.362)  -0.613
C (6.789, 2.648, 5.504)  -0.401
C (5.461, 2.793, 5.895)  -0.460
C (4.459, 2.213, 5.132)  -0.514
C (4.777, 1.479, 4.001)  -0.322
H (6.325, 0.742, 2.730)  0.613
H (8.140, 1.806, 4.060)  0.383
H (7.577, 3.103, 6.090)  0.383
H (5.212, 3.359, 6.784)  0.391
H (3.420, 2.322, 5.422)  0.589
H (3.986, 1.022, 3.417)  0.468
C (2.820, -1.684, -7.445)  -0.121
C (3.921, -2.018, -6.667)  -0.121
C (5.128, -2.339, -7.273)  -0.621
C (5.233, -2.330, -8.657)  -0.357
C (4.130, -2.005, -9.435)  -0.350
C (2.924, -1.681, -8.830)  -0.619
H (1.880, -1.428, -6.972)  0.370
H (3.839, -2.027, -5.587)  0.369
H (5.987, -2.596, -6.666)  0.376
H (6.175, -2.578, -9.130)  0.360
H (4.211, -2.004, -10.515)  0.361
H (2.064, -1.425, -9.436)  0.368
C (-0.250, 1.245, 4.152)  -0.998
C (0.476, 2.426, 4.266)  -0.443
C (0.833, 3.143, 3.132)  -0.881
C (0.467, 2.690, 1.880)  -0.425
C (-0.246, 1.511, 1.761)  1.461
C (-0.606, 0.789, 2.885)  -0.382
H (-0.527, 0.684, 5.036)  0.529
H (0.773, 2.787, 5.243)  0.619
H (1.401, 4.061, 3.232)  0.443
H (0.743, 3.252, 0.995)  0.531
H (-0.520, 1.149, 0.787)  -0.476
H (-1.157, -0.135, 2.746)  -0.049
C (-8.962, -5.850, -4.105)  -0.368
C (-8.063, -5.190, -3.278)  -0.199
C (-8.522, -4.500, -2.164)  -0.158
C (-9.879, -4.467, -1.878)  -0.637
C (-10.780, -5.120, -2.709)  -0.301
C (-10.321, -5.813, -3.822)  -0.400
H (-8.604, -6.393, -4.970)  0.354
H (-7.003, -5.213, -3.502)  0.402
H (-7.819, -3.989, -1.519)  0.193
H (-10.236, -3.931, -1.007)  0.351
H (-11.839, -5.090, -2.489)  0.353
H (-11.023, -6.324, -4.469)  0.348
C (-2.714, 5.361, 4.460)  -0.522
C (-2.523, 3.991, 4.340)  0.016
C (-3.160, 3.123, 5.216)  -0.408
C (-3.984, 3.624, 6.214)  -0.427
C (-4.168, 4.995, 6.339)  -0.409
C (-3.534, 5.863, 5.462)  -0.359
H (-2.222, 6.038, 3.772)  0.375
H (-1.879, 3.601, 3.563)  0.329
H (-3.013, 2.054, 5.119)  0.353
H (-4.483, 2.946, 6.896)  0.367
H (-4.806, 5.387, 7.122)  0.358
H (-3.679, 6.932, 5.558)  0.361
C (1.620, -0.169, 8.966)  -0.471
C (2.388, -0.832, 9.913)  -0.420
C (3.723, -1.112, 9.653)  -0.381
C (4.289, -0.732, 8.444)  -0.604
C (3.519, -0.077, 7.493)  -0.189
C (2.185, 0.206, 7.754)  -0.198
H (0.580, 0.055, 9.172)  0.378
H (1.946, -1.130, 10.856)  0.362
H (4.322, -1.626, 10.394)  0.358
H (5.331, -0.948, 8.241)  0.384
H (3.957, 0.213, 6.549)  0.465
H (1.585, 0.720, 7.012)  0.314

- Total charge: 0
- Multiplicity: 1
- HOMO level: -8.53 eV
- SMILES: CC(=O)OCCCN1c2ccccc2Sc2c1ccc(B(N)O)c2[C@@H](Br)[C@H](C)Br.c1ccccc1.c1ccccc1.c1ccccc1.c1ccccc1.c1ccccc1.c1ccccc1
- E_LUMO: 0.3182 eV
- Kohn-Sham gap: 8.845 eV